Entry 1:
The following is a quantum chemistry calculation of one molecule with the formula C5H10O, from the OMol25 dataset.

Highest occupied orbital energy: -9.8 eV
Relative energy (zero: lowest compared OMol25 entry of this formula, charge and spin): 26.1 kcal per mole
SMILES string: CC1(O)CCC1
Gap between HOMO and LUMO: 10.8 eV

ORCA input file:
```
! RIJCOSX wB97M-V def2-TZVPD def2/J DEFGRID3
* xyz 0 1
C 1.592 0.456 -0.338
C 0.389 -0.421 0.143
O 0.855 -1.659 0.627
C -0.816 -0.471 -0.848
C -1.666 0.402 0.108
C -0.493 0.387 1.119
H 1.321 1.484 -0.633
H 2.082 0.013 -1.214
H 2.355 0.566 0.450
H 1.446 -2.003 -0.056
H -0.595 -0.043 -1.829
H -1.234 -1.475 -0.976
H -2.619 -0.049 0.410
H -1.889 1.409 -0.257
H -0.659 0.091 2.158
H 0.042 1.323 1.100
*
```

Entry 2:
The following is a quantum chemistry calculation of an isolated ion of composition C6H13NP and charge +1, from the OMol25 dataset.

Highest occupied orbital energy (spin up / spin down): -12.6 / -11.8 eV
Relative energy (zero: lowest compared OMol25 entry of this formula, charge and spin): 87.9 kcal per mole
Gap between HOMO and LUMO (spin up / spin down): 7.9 / 6.5 eV

ORCA input file:
```
! RIJCOSX wB97M-V def2-TZVPD def2/J DEFGRID3
* xyz 1 1
C 0.815 -1.404 1.071
C 0.948 0.706 -0.052
C -1.149 -0.401 0.069
C 0.331 2.073 -0.110
C 2.381 0.381 -0.455
C -1.466 -1.704 -0.595
N 0.286 -0.433 0.385
P -2.330 0.920 0.175
H 0.202 -2.244 1.082
H 1.778 -1.576 1.374
H 1.150 2.783 -0.308
H -0.005 2.286 0.824
H -0.334 2.384 -0.878
H 2.479 0.563 -1.530
H 2.743 -0.626 -0.257
H 2.977 1.106 -0.018
H -1.621 -2.404 0.108
H -0.622 -2.093 -1.095
H -2.289 -1.679 -1.163
H -2.261 1.060 1.618
H -3.466 0.130 -0.079
*
```

Entry 3:
The following is a quantum chemistry calculation of a 9-piece molecular cluster, C22H51N5O4S4 overall, from the OMol25 dataset.

Highest occupied orbital energy: -8.4 eV
Gap between HOMO and LUMO: 8.7 eV

ORCA input file:
```
! RIJCOSX wB97M-V def2-TZVPD def2/J DEFGRID3
* xyz 0 1
C -1.319 -2.739 -0.043
C -1.962 -3.376 -1.296
N -3.342 -2.786 -1.324
C -4.389 -3.863 -1.156
C -4.271 -4.570 0.215
C -3.521 -1.999 -2.577
C -3.684 -2.837 -3.753
H -1.142 -1.680 -0.230
H -0.395 -3.176 0.336
H -1.842 -2.766 0.913
H -1.372 -3.137 -2.181
H -1.825 -4.451 -1.180
H -5.337 -3.368 -0.944
H -4.346 -4.543 -2.006
H -4.283 -3.895 1.070
H -5.179 -5.172 0.255
H -3.438 -5.273 0.210
H -2.762 -1.226 -2.695
H -4.475 -1.500 -2.407
H -2.854 -3.539 -3.839
H -3.638 -2.272 -4.684
H -4.633 -3.372 -3.770
C 0.105 6.628 1.995
C 0.823 7.320 0.944
N 1.424 7.926 0.200
H -0.870 6.217 1.731
H 0.019 7.379 2.781
H 0.713 5.780 2.310
C 3.147 4.347 -0.202
C 2.952 3.358 -1.254
N 2.807 2.547 -2.038
H 2.392 5.133 -0.210
H 4.108 4.831 -0.378
H 3.154 3.871 0.779
C 0.686 0.926 0.550
C 0.592 2.377 0.757
N 0.562 3.556 0.938
H 0.940 0.283 1.393
H 1.244 0.929 -0.387
H -0.354 0.771 0.264
C 4.159 -1.616 1.427
C 2.809 -1.924 1.839
N 1.745 -2.181 2.127
H 4.631 -0.964 2.161
H 4.060 -1.040 0.507
H 4.741 -2.508 1.195
C 2.285 -1.280 -1.878
S 3.203 -2.912 -2.095
O 3.802 -3.306 -0.753
C 1.799 -4.130 -2.441
H 1.592 -1.381 -1.042
H 1.656 -0.989 -2.719
H 2.943 -0.411 -1.890
H 2.144 -5.144 -2.239
H 1.418 -4.072 -3.461
H 1.014 -3.925 -1.713
C 1.570 2.307 4.038
S 3.313 1.951 3.584
O 3.409 1.717 2.039
C 4.129 3.584 3.732
H 0.928 1.442 3.872
H 1.291 3.063 3.304
H 1.412 2.595 5.078
H 4.363 3.926 2.724
H 5.095 3.369 4.189
H 3.526 4.321 4.262
C -2.285 1.563 -3.570
S -0.665 1.649 -2.787
O -0.536 0.251 -2.095
C 0.408 1.424 -4.291
H -3.009 1.521 -2.757
H -2.378 0.617 -4.104
H -2.248 2.336 -4.338
H 1.442 1.307 -3.966
H 0.400 2.299 -4.940
H -0.038 0.558 -4.780
C -2.157 0.138 2.206
S -2.922 -1.049 3.398
O -3.398 -0.236 4.569
C -1.262 -1.498 4.129
H -1.330 0.837 2.334
H -2.917 0.547 1.541
H -1.657 -0.622 1.606
H -0.690 -0.583 4.287
H -0.769 -2.253 3.517
H -1.459 -1.935 5.108
*
```

Entry 4:
The following is a quantum chemistry calculation of one molecule with the formula C4H7NOS, from the OMol25 dataset.

Highest occupied orbital energy: -9.2 eV
Relative energy (zero: lowest compared OMol25 entry of this formula, charge and spin): 52.0 kcal per mole
Gap between HOMO and LUMO: 9.9 eV

ORCA input file:
```
! RIJCOSX wB97M-V def2-TZVPD def2/J DEFGRID3
* xyz 0 1
C 1.577 0.393 1.014
C 0.923 0.676 -0.301
C -0.315 -0.300 -0.402
C -1.744 0.295 -0.567
N 1.244 -0.483 1.792
O 0.328 -2.587 0.620
S -0.206 -1.312 1.177
H 2.523 0.993 1.163
H 0.630 1.731 -0.151
H 1.543 0.395 -1.220
H -0.160 -1.074 -1.107
H -1.960 1.207 -0.088
H -2.434 -0.389 -0.331
H -1.951 0.453 -1.600
*
```

Entry 5:
The following is a quantum chemistry calculation of a 10-piece molecular cluster, C10H40N20O10 overall, from the OMol25 dataset.

Highest occupied orbital energy: -9.3 eV
Relative energy (zero: lowest compared OMol25 entry of this formula, charge and spin): 202.7 kcal per mole
SMILES string: NC(N)=O.NC(N)=O.NC(N)=O.NC(N)=O.NC(N)=O.NC(N)=O.NC(N)=O.NC(N)=O.NC(N)=O.NC(N)=O
Gap between HOMO and LUMO: 9.5 eV

ORCA input file:
```
! RIJCOSX wB97M-V def2-TZVPD def2/J DEFGRID3
* xyz 0 1
N 18.113 -22.246 -1.717
C 18.107 -21.711 -0.543
N 17.886 -20.410 -0.426
O 18.121 -22.476 0.351
H 17.768 -21.791 -2.550
H 18.142 -23.251 -1.814
H 17.665 -19.839 -1.230
H 17.753 -20.110 0.529
N 13.180 -15.960 -1.606
C 12.840 -16.917 -2.373
N 11.692 -16.696 -2.990
O 13.444 -17.942 -2.625
H 12.546 -15.179 -1.519
H 14.067 -15.967 -1.123
H 11.189 -15.836 -2.829
H 11.491 -17.446 -3.636
N 16.342 -21.552 -8.822
C 16.400 -20.896 -7.706
N 15.167 -20.614 -7.163
O 17.497 -20.573 -7.225
H 15.458 -22.009 -8.997
H 17.230 -22.002 -8.990
H 14.387 -20.796 -7.778
H 15.114 -19.983 -6.376
N 15.565 -30.315 -0.610
C 16.661 -30.374 0.139
N 17.341 -29.282 0.124
O 16.978 -31.434 0.634
H 15.295 -29.393 -0.921
H 15.093 -31.191 -0.787
H 18.131 -29.133 0.736
H 17.054 -28.541 -0.499
N 15.552 -28.484 6.955
C 15.061 -27.851 5.949
N 16.075 -27.341 5.262
O 13.848 -27.554 5.667
H 14.737 -28.925 7.355
H 16.493 -28.538 7.320
H 16.909 -27.864 5.491
H 15.981 -26.742 4.455
N 22.294 -14.503 2.053
C 21.673 -14.927 3.086
N 22.398 -14.976 4.159
O 20.460 -15.237 2.998
H 23.234 -14.296 2.357
H 21.990 -14.549 1.091
H 21.890 -15.367 4.939
H 23.354 -14.648 4.169
N 21.495 -24.720 -7.729
C 22.454 -24.465 -8.524
N 23.202 -25.483 -8.525
O 22.628 -23.408 -9.112
H 21.316 -25.628 -7.324
H 20.690 -24.124 -7.600
H 22.768 -26.364 -8.290
H 24.124 -25.538 -8.934
N 15.634 -18.043 3.995
C 15.287 -18.285 5.240
N 14.008 -18.656 5.243
O 15.964 -18.149 6.251
H 16.435 -17.427 3.995
H 15.006 -18.161 3.213
H 13.397 -18.318 4.513
H 13.510 -18.691 6.121
N 24.362 -26.096 -2.313
C 23.300 -26.520 -2.889
N 23.630 -27.285 -3.881
O 22.127 -26.315 -2.445
H 25.269 -26.327 -2.693
H 24.167 -25.786 -1.372
H 22.958 -27.750 -4.475
H 24.570 -27.158 -4.227
N 24.257 -21.539 4.858
C 23.874 -21.208 3.628
N 22.635 -21.613 3.371
O 24.537 -20.521 2.838
H 23.729 -21.706 5.703
H 25.198 -21.226 5.050
H 22.390 -21.630 2.392
H 22.079 -21.945 4.146
*
```

Entry 6:
The following is a quantum chemistry calculation of one molecule with the formula C2H2N4, from the OMol25 dataset.

Highest occupied orbital energy: -10.2 eV
Relative energy (zero: lowest compared OMol25 entry of this formula, charge and spin): 40.0 kcal per mole
SMILES string: c1ncnnn1
Gap between HOMO and LUMO: 9.6 eV

ORCA input file:
```
! RIJCOSX wB97M-V def2-TZVPD def2/J DEFGRID3
* xyz 0 1
C 0.584 0.649 -0.768
N -0.675 0.237 -0.852
C -0.989 -0.560 0.162
N -0.203 -0.863 1.199
N 0.896 -0.163 1.334
N 1.340 0.556 0.327
H 1.055 1.123 -1.626
H -1.981 -0.993 0.220
*
```

Entry 7:
The following is a quantum chemistry calculation of one molecule with the formula C21H27F2NO4S, from the OMol25 dataset.

Highest occupied orbital energy: -8.8 eV
Relative energy (zero: lowest compared OMol25 entry of this formula, charge and spin): 412.2 kcal per mole
SMILES string: CC[C@H](F)c1c(CCCCN)c(S)c(C)c2c1C(=O)C(CCF)=C(COO)C2=O
Gap between HOMO and LUMO: 7.1 eV

ORCA input file:
```
! RIJCOSX wB97M-V def2-TZVPD def2/J DEFGRID3
* xyz 0 1
C 0.364 -4.266 1.814
C -0.875 -3.294 1.351
C -0.556 -1.670 1.555
F -1.608 -0.953 2.316
C -0.451 -1.001 0.058
C -1.793 -0.847 -0.927
C -3.306 -1.328 -0.399
C -3.988 0.033 0.289
C -4.794 -0.272 1.683
C -5.441 1.131 2.323
N -5.510 1.105 3.841
C -1.697 -0.183 -2.457
S -3.230 0.012 -3.560
C -0.277 0.388 -3.111
C -0.135 1.054 -4.606
C 1.055 0.245 -2.120
C 0.980 -0.427 -0.591
C 2.403 -0.463 0.288
O 2.778 -1.476 1.072
C 3.365 0.887 0.057
C 4.134 1.485 1.375
C 5.608 0.818 1.676
F 5.606 -0.668 1.647
C 3.432 1.495 -1.333
C 4.311 2.846 -1.637
O 5.580 2.616 -2.345
O 6.210 1.731 -1.624
C 2.559 0.813 -2.586
O 3.051 0.704 -3.823
H 0.152 -4.725 2.884
H 1.364 -3.663 1.879
H 0.559 -5.167 1.077
H -1.001 -3.451 0.180
H -1.890 -3.590 1.860
H 0.425 -1.621 2.191
H -3.990 -1.691 -1.298
H -3.249 -2.207 0.372
H -3.173 0.876 0.505
H -4.762 0.537 -0.464
H -4.148 -0.735 2.543
H -5.720 -1.013 1.540
H -6.500 1.337 1.871
H -4.733 2.030 2.034
H -4.802 1.809 4.168
H -6.439 1.523 4.141
H -3.920 1.111 -2.955
H 0.812 1.780 -4.622
H -0.005 0.268 -5.479
H -1.063 1.776 -4.815
H 3.453 1.200 2.313
H 4.135 2.667 1.348
H 6.375 1.316 0.945
H 5.910 1.179 2.772
H 3.643 3.520 -2.361
H 4.434 3.489 -0.649
H 6.357 0.928 -2.208
*
```

no.,energy (eV)
1,-7393.6316
2,-17199.7034
3,-82615.4596
4,-18632.2960
5,-61298.9801
6,-8064.3991
7,-48144.3161